The following is a DFT calculation (ωB97M-V/def2-TZVPD) of 2 unconnected molecules or ions with the total composition C4H10NO2 at a distorted geometry.

CARTESIAN COORDINATES (ANGSTROEM)
C1 -1.64894 -1.06058 -2.40645
N1 1.68397 0.13378 2.67555
H1 1.34340 0.81553 3.35948
H2 -1.13537 -0.41698 -0.44994
H3 -0.13938 0.36243 -1.76578
C2 -1.11396 -0.00165 -1.45689
H4 0.02178 1.68360 0.12906
O1 -2.79360 -1.12298 -2.74273
H5 1.33322 -0.79974 2.89656
H6 -0.27912 1.71412 1.93859
C3 1.36201 0.56631 1.28461
H7 -1.12859 -2.43285 -3.54594
C4 0.32278 1.35766 1.10984
O2 -0.68644 -1.84465 -2.91461
H8 2.70017 0.13848 2.82628
H9 -1.86791 0.78373 -1.49705
H10 2.02598 0.12380 0.55940

Results
HOMO energy ... -13.06 eV
HOMO-LUMO gap ... 9.0 eV
Maximum force ... 1.1 eV Å⁻¹
Net charge ... +1